[1]
One molecule with the formula C4H8S3, computed with wB97M-V/def2-TZVPD.

Atoms and positions in Å:
C  -1.736  1.412  0.834
C  -0.781  1.600  -0.417
S  0.269  0.111  -0.666
C  -0.224  -0.953  -2.055
C  1.028  -1.560  -2.543
S  -1.619  -2.016  -2.000
S  -1.644  -0.213  -3.024
H  -2.513  0.878  0.458
H  -1.212  0.837  1.653
H  -1.972  2.448  1.264
H  -0.034  2.391  -0.072
H  -1.357  1.831  -1.361
H  1.016  -2.708  -2.315
H  1.823  -1.167  -1.930
H  1.304  -1.458  -3.659

Values from the calculation:
orbital gap: 8.232 eV
spin multiplicity: 1
SMILES string: CCSC1(C)SS1

***

[2]
A 2-piece molecular cluster, C4H8SSi overall, computed with wB97M-V/def2-TZVPD.

Atoms and positions in Å:
C  -0.582  -0.844  -0.677
C  -0.440  0.146  -1.563
C  -0.631  -0.419  0.756
C  -0.943  1.144  0.686
Si  2.512  -0.108  0.511
S  -0.437  1.790  -0.887
H  -0.468  -1.925  -0.810
H  -1.383  -0.966  1.296
H  0.338  -0.418  1.123
H  -1.923  1.531  1.004
H  -0.411  1.689  1.522
H  -0.447  -0.052  -2.635
H  2.042  -1.552  0.561
H  2.773  -0.015  -0.886

Values from the calculation:
orbital gap (spin up / spin down): 7.737 / 6.135 eV
spin multiplicity: 3

***

[3]
One molecule with the formula C4H9BO, computed with wB97M-V/def2-TZVPD.

Atoms and positions in Å:
B  0.774  -0.810  -0.041
C  -0.264  -0.096  0.918
C  -0.828  1.394  0.455
C  -1.169  1.417  -1.034
C  1.653  -1.947  -0.569
O  -0.167  0.817  -1.763
H  -1.054  -0.869  0.659
H  -0.096  0.156  1.927
H  -1.756  1.562  1.114
H  0.043  1.978  0.665
H  -2.129  0.951  -1.266
H  -1.142  2.424  -1.468
H  2.385  -1.542  -1.402
H  1.296  -2.826  -1.037
H  2.286  -2.296  0.278

Values from the calculation:
orbital gap (spin up / spin down): 7.626 / 7.627 eV
spin multiplicity: 1

***

[4]
A 2-piece molecular cluster, C4H9BrNO overall, computed with wB97M-V/def2-TZVPD.

Atoms and positions in Å:
C  -2.235  -0.375  -1.615
C  1.649  -0.661  0.972
C  -0.256  0.983  1.074
C  0.284  -0.045  -1.054
N  0.285  -0.225  0.385
O  -2.721  -0.793  -0.640
Br  -2.528  -0.091  -3.373
H  2.489  0.121  0.738
H  1.570  -0.736  2.065
H  2.037  -1.413  0.230
H  -0.488  0.691  2.051
H  0.401  1.827  0.916
H  -1.228  1.272  0.700
H  0.254  1.051  -1.312
H  0.923  -0.716  -1.633
H  -0.434  -0.890  0.495

Values from the calculation:
orbital gap (spin up / spin down): 8.275 / 9.061 eV
spin multiplicity: 3
charge: +1

***

[5]
A 2-piece molecular cluster, C4H9BrO2S overall, computed with wB97M-V/def2-TZVPD.

Atoms and positions in Å:
C  2.008  -2.506  -0.230
C  -2.278  1.060  1.646
C  1.762  -1.514  -1.354
C  1.550  -0.205  -1.239
O  -2.034  3.316  0.279
O  -1.719  1.008  -0.741
S  -2.661  1.764  0.018
Br  1.456  0.690  0.375
H  1.279  -2.394  0.625
H  2.127  -3.406  -0.669
H  2.837  -2.260  0.383
H  -1.396  1.531  2.106
H  -3.013  1.088  2.341
H  -1.940  0.095  1.501
H  -1.460  3.430  -0.483
H  1.931  -2.082  -2.368
H  1.549  0.385  -2.190

Values from the calculation:
orbital gap: 9.732 eV
spin multiplicity: 1

***

[6]
One molecule with the formula C4H9BrOSi, computed with wB97M-V/def2-TZVPD.

Atoms and positions in Å:
C  1.769  0.453  1.140
C  0.416  0.421  0.318
C  0.391  0.989  -1.162
C  -0.173  -0.958  0.221
O  0.239  -1.848  0.851
Si  -1.827  -1.513  -0.566
Br  -3.535  0.587  0.241
H  1.986  -0.459  1.728
H  2.533  0.805  0.424
H  1.711  1.304  1.737
H  -0.228  1.069  0.857
H  0.427  0.178  -1.916
H  1.242  1.681  -1.319
H  -0.532  1.536  -1.234
H  -2.521  -2.202  0.543
H  -1.898  -2.044  -1.864

Values from the calculation:
orbital gap: 8.692 eV
spin multiplicity: 1
SMILES string: CC(C)C(=O)[SiH2]Br

***

[7]
One molecule with the formula C4H9Cl, computed with wB97M-V/def2-TZVPD.

Atoms and positions in Å:
C  1.851  -0.656  -0.222
C  0.491  -0.427  0.511
C  -0.377  0.585  -0.292
C  -1.868  0.707  0.124
Cl  -2.788  -0.809  -0.102
H  2.520  0.238  -0.353
H  1.666  -1.064  -1.210
H  2.418  -1.465  0.250
H  0.569  -0.031  1.539
H  0.036  -1.436  0.571
H  -0.294  0.287  -1.325
H  0.099  1.626  -0.154
H  -2.292  1.426  -0.562
H  -2.031  1.018  1.224

Values from the calculation:
orbital gap: 11.710 eV
spin multiplicity: 1
SMILES string: CCCCCl

***

[8]
A 2-piece molecular cluster, C4H9Cl2NO2Si overall, computed with wB97M-V/def2-TZVPD.

Atoms and positions in Å:
C  -3.045  -1.473  -1.164
Si  -2.345  -0.107  -0.093
Cl  -1.982  1.365  -1.449
Cl  -3.580  0.504  1.481
C  -0.695  -0.480  0.755
N  0.294  -1.097  0.175
O  0.554  -1.504  -0.936
O  1.428  -1.063  1.030
H  -3.898  -2.017  -0.751
H  -3.588  -1.246  -2.015
H  -2.494  -2.308  -1.480
H  -0.464  0.031  1.718
H  2.186  -1.471  0.441
C  3.212  2.113  0.884
C  2.625  1.464  -0.090
H  2.772  3.020  1.251
H  4.132  1.770  1.370
H  1.743  1.861  -0.594
H  3.145  0.638  -0.535

Values from the calculation:
orbital gap: 9.916 eV
spin multiplicity: 1
SMILES string: C[Si](Cl)(Cl)/C=[N+](\[O-])O.C=C

***

[9]
An isolated ion of composition C4H9ClN and charge +1, computed with wB97M-V/def2-TZVPD.

Atoms and positions in Å:
Cl  -0.236  -2.699  1.372
C  -1.377  -1.840  0.330
C  -0.349  -0.727  -0.693
N  0.595  -0.085  0.180
C  1.361  1.061  -0.294
C  0.326  1.232  0.741
H  -1.881  -2.520  -0.348
H  -2.049  -1.231  0.923
H  -1.034  -0.028  -1.160
H  0.136  -1.374  -1.414
H  1.027  -0.799  0.785
H  1.155  1.370  -1.312
H  2.408  1.104  -0.025
H  0.620  1.396  1.768
H  -0.627  1.671  0.476

Values from the calculation:
orbital gap: 12.159 eV
spin multiplicity: 1
SMILES string: ClCC[NH+]1CC1
charge: +1

***

[10]
C4H9ClN2O as an isolated structure, computed with wB97M-V/def2-TZVPD.

Atoms and positions in Å:
C  -1.904  1.094  1.335
C  -0.631  -0.177  -0.238
C  0.883  0.390  0.015
C  1.970  -0.658  0.215
H  -2.984  1.228  1.765
H  -1.668  2.275  1.106
H  -1.322  0.790  2.282
H  -1.806  -1.078  -1.320
H  0.739  -1.538  -2.404
H  1.021  0.857  1.020
H  2.037  -1.233  -0.719
H  3.001  -0.020  0.075
H  2.043  -1.413  1.304
N  -1.624  0.181  0.424
N  -0.754  -1.241  -1.164
O  -0.407  -1.021  -2.497
Cl  1.407  1.562  -1.201

Values from the calculation:
orbital gap: 9.261 eV
spin multiplicity: 1

***

[11]
One molecule with the formula C4H9ClN2S, computed with wB97M-V/def2-TZVPD.

Atoms and positions in Å:
C  1.284  1.041  0.377
N  -0.012  0.674  -0.126
C  -1.100  1.454  0.364
N  -0.127  -0.674  -0.392
C  -0.223  -1.676  0.680
C  -0.046  -1.116  -1.628
S  -0.085  -2.628  -2.136
Cl  0.236  0.157  -2.894
H  2.050  0.461  -0.169
H  1.475  2.066  -0.054
H  1.281  0.913  1.491
H  -1.974  1.576  -0.398
H  -1.335  1.102  1.302
H  -0.712  2.378  0.569
H  -0.933  -1.272  1.416
H  -0.499  -2.708  0.341
H  0.721  -1.746  1.257

Values from the calculation:
orbital gap: 9.097 eV
spin multiplicity: 1
SMILES string: CN(C)N(C)C(=S)Cl

***

[12]
An isolated ion of composition C4H9ClNO and charge +1, computed with wB97M-V/def2-TZVPD.

Atoms and positions in Å:
C  -0.202  1.232  -0.604
N  0.499  0.080  -0.033
C  0.167  -1.089  -0.805
C  -0.046  0.000  1.350
C  2.068  0.505  0.165
O  2.226  1.565  0.671
Cl  3.270  -0.575  -0.257
H  -1.226  1.194  -0.661
H  0.024  2.060  -0.045
H  0.315  1.429  -1.542
H  -0.703  -1.523  -0.382
H  0.159  -0.831  -1.826
H  0.986  -1.851  -0.646
H  -1.040  -0.018  1.296
H  0.171  -0.985  1.720
H  0.295  0.722  2.058

Values from the calculation:
orbital gap: 12.099 eV
spin multiplicity: 1
SMILES string: C[N+](C)(C)C(=O)Cl
charge: +1

***

[13]
An isolated ion of composition C4H9ClNO and charge +1, computed with wB97M-V/def2-TZVPD.

Atoms and positions in Å:
C  1.609  0.781  0.062
N  0.273  0.256  -0.351
C  0.285  -0.819  -1.416
C  -0.443  -0.220  0.831
O  -0.888  0.784  1.685
C  -1.885  0.055  0.998
Cl  -2.862  -1.097  1.897
H  1.454  1.132  1.061
H  2.309  0.001  0.042
H  1.962  1.780  -0.401
H  -0.180  1.103  -0.558
H  0.947  -1.596  -1.261
H  -0.678  -1.170  -1.676
H  0.618  -0.241  -2.378
H  -0.131  -1.077  1.366
H  -2.389  0.328  0.098

Values from the calculation:
orbital gap: 11.640 eV
spin multiplicity: 1
SMILES string: C[NH+](C)[C@H]1O[C@@H]1Cl
charge: +1

***

[14]
One molecule with the formula C4H9ClO2Si, computed with wB97M-V/def2-TZVPD.

Atoms and positions in Å:
C  1.376  -1.810  1.788
C  0.916  -1.709  0.567
Si  0.009  -0.156  -0.091
Cl  1.700  1.617  0.671
O  -0.077  0.362  -1.644
C  1.064  0.580  -2.434
O  -1.209  0.353  0.797
C  -1.768  1.636  0.743
H  1.886  -2.730  2.109
H  0.984  -1.189  2.648
H  1.160  -2.285  -0.288
H  2.059  0.452  -1.774
H  1.090  1.704  -2.727
H  1.024  -0.141  -3.259
H  -2.699  1.515  1.188
H  -1.718  1.888  -0.265
H  -1.079  2.282  1.356

Values from the calculation:
orbital gap: 9.885 eV
spin multiplicity: 1
SMILES string: C=C[Si](Cl)(OC)OC

***

[15]
An isolated ion of composition C4H9ClO8P2 and charge -2, computed with wB97M-V/def2-TZVPD.

Atoms and positions in Å:
O  -1.168  -4.169  -0.172
C  -1.969  -3.275  -0.258
O  -1.930  -2.098  0.296
C  -0.761  -1.770  1.110
C  -0.779  -0.295  1.396
P  0.042  0.846  0.120
O  -0.008  -0.293  -1.171
Cl  -2.096  1.563  -0.499
C  1.805  0.313  0.633
O  2.734  0.931  0.046
O  1.942  -0.601  1.487
P  0.952  2.391  -1.373
O  -0.038  3.138  -2.193
O  1.937  1.663  -2.418
O  1.851  3.500  -0.583
H  -2.884  -3.403  -0.850
H  -0.879  -2.326  2.045
H  0.157  -2.109  0.651
H  -0.289  -0.084  2.341
H  -1.814  0.025  1.508
H  0.016  1.930  1.105
H  -0.847  -0.210  -1.637
H  2.341  0.918  -1.945
H  1.684  3.415  0.362

Values from the calculation:
orbital gap: 6.282 eV
spin multiplicity: 1
charge: -2

***

[16]
One molecule with the formula C4H9F, computed with wB97M-V/def2-TZVPD.

Atoms and positions in Å:
C  -1.893  0.238  -0.041
C  -0.635  -0.607  0.005
C  0.570  0.269  0.393
C  1.940  -0.124  -0.162
F  0.211  1.502  -0.088
H  -2.713  -0.433  0.067
H  -2.019  1.045  0.639
H  -1.832  0.682  -1.020
H  -0.532  -1.569  0.643
H  -0.551  -0.918  -0.998
H  0.721  0.510  1.422
H  1.780  -0.616  -1.117
H  2.472  0.799  -0.303
H  2.482  -0.778  0.561

Values from the calculation:
orbital gap: 12.318 eV
spin multiplicity: 1
SMILES string: CC[C@@H](C)F

***

Largest force on an atom values (in eV/Å) by entry order: 4.19 4.11 3.55 3.18 4.64 4.58 1.94 2.92 4.53 7.85 3.67 4.23 5.46 3.70 1.61 3.25.